[1]
One molecule with the formula C23H24N4O5S2 at a distorted geometry. Source: the Open Molecules 2025 dataset; level of theory: ωB97M-V with the def2-TZVPD basis set.

ORCA input file:
```
! wB97M-V def2-TZVPD RIJCOSX def2/J DEFGRID3
* xyz 0 1
C 1.48270 -3.41984 -4.57581
H 0.49084 -3.07801 -4.26047
O 2.47106 -2.96999 -3.68489
C 2.31335 -3.50454 -2.39083
C 3.32936 -2.85181 -1.45083
N 2.79814 -1.66522 -0.80415
C 2.94480 -0.42067 -1.31523
N 2.53818 0.66671 -0.75197
C 1.85287 0.53534 0.39490
C 1.54981 -0.69005 0.98107
C 0.77493 -0.51550 2.15016
C 0.52518 0.79194 2.42658
S 1.22038 1.88745 1.28265
C -0.29629 0.99169 3.65089
H -1.29879 1.34246 3.39388
H 0.14261 1.72158 4.33213
C -0.32316 -0.43158 4.25960
H 0.36585 -0.47653 5.10266
H -1.31566 -0.68629 4.62623
C 0.14885 -1.41436 3.16127
H -0.68324 -1.96221 2.71261
H 0.85569 -2.15306 3.53759
C 2.05380 -1.89767 0.37909
O 1.91402 -3.02596 0.80083
S 3.70742 -0.21430 -2.90955
C 2.19959 0.23213 -3.89932
C 0.99486 0.11203 -3.07045
N 0.39524 -0.97759 -2.70902
N -0.57353 -0.63178 -1.84597
C -0.53042 0.66393 -1.72086
C -1.31443 1.46378 -0.81753
C -1.20992 2.84621 -0.80154
C -1.89424 3.57583 0.15566
C -2.67797 2.93901 1.10555
C -2.80110 1.52612 1.07559
C -2.12269 0.80555 0.11639
H -2.17043 -0.26883 0.06602
O -3.58716 0.98904 2.04504
C -3.76808 -0.40737 2.05236
H -4.24100 -0.75523 1.12906
H -4.42536 -0.61209 2.89583
H -2.81906 -0.93347 2.19227
O -3.35525 3.55720 2.10306
C -3.26214 4.95708 2.21423
H -3.86233 5.22141 3.08320
H -3.66654 5.45898 1.32953
H -2.22836 5.27889 2.37556
H -1.79663 4.64902 0.16037
H -0.58356 3.34943 -1.52065
O 0.44130 1.19944 -2.49583
H 2.32746 1.25349 -4.25105
H 2.18299 -0.48555 -4.71568
H 3.57836 -3.54959 -0.64833
H 4.22123 -2.58636 -2.01836
H 1.29407 -3.32208 -2.02464
H 2.48546 -4.59158 -2.41422
H 1.48168 -4.51503 -4.64349
H 1.72528 -3.00158 -5.55117
*
```

HOMO energy ... -0.2888 Eh
Molar mass ... 500.60 g mol⁻¹
HOMO-LUMO gap ... 8.1 eV
Energy ... -62107.9795 eV


[2]
C40H57BMnN7S5 as an isolated structure. Source: the Open Molecules 2025 dataset; level of theory: ωB97M-V with the def2-TZVPD basis set.

ORCA input file:
```
! wB97M-V def2-TZVPD RIJCOSX def2/J DEFGRID3
* xyz -1 2
Mn 0.25895 0.23655 0.01437
C -4.41029 2.98881 0.10431
C -4.29945 1.51182 0.28695
C -5.34195 0.71688 0.61500
C -5.16126 -0.69134 0.75166
N -3.99508 -1.24222 0.59627
N -2.93533 -0.44979 0.34286
B -1.51756 -1.07485 0.03819
N -1.66739 -1.73088 -1.41127
N -2.27840 -2.92290 -1.41601
C -2.36482 -3.60601 -2.51770
C -1.92197 -3.05762 -3.75094
C -1.31836 -1.84556 -3.76802
C -0.79410 -1.22769 -5.02247
C -1.09989 -1.17585 -2.51153
S -0.07122 0.13537 -2.39729
C -2.95439 -5.00614 -2.37922
C -2.86516 -5.79546 -3.68472
C -2.17882 -5.75235 -1.28777
C -4.41724 -4.87638 -1.95808
N -1.23406 -2.25028 1.03072
N -2.01609 -2.48062 2.08372
C -1.71172 -3.47009 2.87433
C -0.64141 -4.34933 2.56637
C 0.18409 -4.08851 1.51858
C 1.35262 -4.95379 1.16372
C -0.07690 -2.89207 0.78923
S 0.98443 -2.15435 -0.29664
C -2.53164 -3.65590 4.14015
C -3.33673 -4.95715 4.03027
C -3.47548 -2.47649 4.34612
C -1.58321 -3.73067 5.34516
C -3.01743 0.87612 0.14586
S -1.62274 1.74119 -0.19067
C -6.35843 -1.55864 1.11459
C -7.48296 -1.33620 0.09281
C -6.00399 -3.04145 1.12304
C -6.85048 -1.14193 2.50847
H -5.41751 3.33197 0.33881
H -4.16521 3.26374 -0.92306
H -3.68553 3.50174 0.73751
H -6.32141 1.15232 0.76960
H -2.04076 -3.60890 -4.67323
H -1.05628 -1.83460 -5.88915
H 0.29020 -1.12326 -4.95913
H -1.18856 -0.21834 -5.14732
H -1.83336 -5.89915 -4.02502
H -3.44642 -5.32983 -4.48234
H -3.26662 -6.79804 -3.52705
H -1.12566 -5.84938 -1.55868
H -2.59469 -6.75282 -1.15029
H -2.23537 -5.21249 -0.34321
H -5.00771 -4.38329 -2.73335
H -4.46963 -4.27710 -1.05293
H -4.85286 -5.85874 -1.76363
H -0.45782 -5.21448 3.19179
H 1.73793 -5.46081 2.04823
H 2.14698 -4.35791 0.71703
H 1.05382 -5.71166 0.43554
H -3.98499 -4.94244 3.15286
H -3.96342 -5.08323 4.91610
H -2.68520 -5.83010 3.95565
H -4.13544 -2.34365 3.49334
H -2.91379 -1.55206 4.46788
H -4.07887 -2.65020 5.24075
H -0.89944 -4.57676 5.27492
H -2.16328 -3.84817 6.26297
H -0.99000 -2.81653 5.42060
H -7.13618 -1.56419 -0.91600
H -7.85158 -0.31012 0.10262
H -8.32466 -1.99330 0.32074
H -5.90645 -3.41600 0.10749
H -6.80315 -3.60100 1.61343
H -5.06365 -3.23545 1.63293
H -7.14268 -0.09149 2.53757
H -6.07498 -1.29559 3.25832
H -7.72119 -1.73885 2.78731
C 4.74296 1.97034 -0.93092
C 3.32050 1.81620 -0.45992
S 2.57938 0.25190 -0.72161
C 2.60671 2.78214 0.13125
C 3.11783 4.16851 0.40494
S 0.95258 2.47198 0.61690
H 5.13424 1.01332 -1.27455
H 5.39463 2.32808 -0.12810
H 4.82059 2.67776 -1.76103
H 4.20220 4.17568 0.53365
H 2.66397 4.57410 1.30983
H 2.87223 4.85063 -0.41460
C 3.72344 0.39001 3.19635
N 3.44938 -1.03815 3.30227
C 4.60338 -1.78868 2.85260
C 2.28904 -1.39650 2.47252
C 1.01701 -0.72632 2.94440
C 0.79356 -0.82287 4.32378
C -0.28886 -0.22631 4.93794
C -1.16861 0.49295 4.14081
C -0.95696 0.56237 2.77543
C 0.12606 -0.03231 2.09477
H 4.56596 0.64453 3.84533
H 2.85273 0.96301 3.51277
H 3.96053 0.69332 2.16629
H 5.46509 -1.56335 3.48638
H 4.87355 -1.56020 1.80717
H 4.39853 -2.85948 2.92042
H 2.17766 -2.48770 2.53382
H 2.48170 -1.14270 1.42889
H 1.53046 -1.35366 4.91650
H -0.43082 -0.30101 6.01033
H -2.02202 1.00076 4.57888
H -1.66705 1.15757 2.21746
*
```

HOMO energy (alpha / beta) ... -0.1076 / -0.1161 Eh
Molar mass ... 862.03 g mol⁻¹
HOMO-LUMO gap (alpha / beta) ... 5.1 / 5.3 eV
Energy ... -139011.4345 eV


[3]
C48H55CrN7O2P2S as an isolated structure at a distorted geometry. Source: the Open Molecules 2025 dataset; level of theory: ωB97M-V with the def2-TZVPD basis set.

ORCA input file:
```
! wB97M-V def2-TZVPD RIJCOSX def2/J DEFGRID3
* xyz 3 2
Cr 0.50508 -0.44315 1.20326
C 1.71418 4.73285 3.45546
O 2.16228 3.48365 3.96176
C 1.69168 2.52455 3.16116
N 0.95268 2.87665 2.17806
C 0.89048 4.34385 2.20116
C -0.49202 4.93805 2.26006
C -0.84542 5.93695 1.35656
C -2.08872 6.53895 1.43186
C -2.99462 6.14115 2.40396
C -2.63992 5.15885 3.31886
C -1.39242 4.56345 3.25336
C 2.23628 1.19355 3.47526
C 3.20158 1.19885 4.49416
C 3.90028 0.05175 4.82056
C 3.57878 -1.10245 4.13086
C 2.58598 -1.03685 3.15476
N 1.91008 0.07935 2.79346
C 2.10628 -2.27775 2.59306
N 0.95098 -2.35395 2.01076
C 0.62458 -3.79805 1.98896
C 1.99728 -4.45705 2.27156
O 2.77168 -3.39075 2.81986
C -0.01602 -4.39715 0.76836
C 0.37658 -4.04185 -0.51494
C -0.15622 -4.70145 -1.60974
C -1.07472 -5.72185 -1.42854
C -1.46362 -6.08425 -0.14854
C -0.93942 -5.42195 0.94696
H 2.58148 5.35125 3.22166
H 1.11518 5.22505 4.22346
H 1.39418 4.69615 1.29366
H -0.13482 6.26345 0.61096
H -2.34842 7.31455 0.72976
H -3.96212 6.61515 2.46086
H -3.33222 4.86325 4.09156
H -1.10582 3.82675 3.99176
H 3.40478 2.12665 5.00806
H 4.65738 0.06405 5.58846
H 4.06048 -2.04565 4.33826
H -0.03562 -3.98045 2.85336
H 2.48878 -4.81635 1.35956
H 1.94568 -5.27135 2.99336
H 1.09328 -3.24195 -0.65254
H 0.15668 -4.42685 -2.60534
H -1.48832 -6.23465 -2.28214
H -2.16202 -6.89215 -0.00124
H -1.22182 -5.72165 1.94606
C 2.95908 1.47515 -0.06694
P 2.35518 -0.23485 -0.31004
C 1.34198 -0.12245 -1.83724
N 1.76638 -0.67955 -2.92814
C 1.06918 -0.57655 -4.06674
C 1.54138 -1.13825 -5.26524
C 0.83778 -0.95075 -6.42544
C -0.35682 -0.20685 -6.42394
C -0.86182 0.33155 -5.26674
C -0.16842 0.16015 -4.05794
N -0.60522 0.68725 -2.90124
C 0.08168 0.56125 -1.81204
P -0.27632 1.44195 -0.21834
C 0.25788 3.01025 -1.01064
C -2.10702 1.78045 0.20876
C -2.49672 3.24225 -0.01834
C -3.12642 0.91845 -0.53774
C -2.10562 1.48285 1.71656
C 3.97288 -1.13935 -0.75414
C 4.67538 -0.33765 -1.84954
C 3.68418 -2.55445 -1.23734
C 4.85178 -1.19415 0.49476
H 3.15548 1.95835 -1.02064
H 3.88748 1.43615 0.49676
H 2.23728 2.04695 0.51036
H 2.47588 -1.67575 -5.25064
H 1.20538 -1.36025 -7.35474
H -0.87512 -0.05855 -7.35834
H -1.77162 0.91185 -5.26124
H -0.51242 3.22175 -1.75444
H 1.20688 2.86845 -1.52194
H 0.33358 3.83425 -0.31304
H -2.67252 3.44545 -1.07264
H -1.77172 3.94535 0.37716
H -3.43302 3.42575 0.50736
H -2.79262 0.68595 -1.54604
H -4.06402 1.46195 -0.61964
H -3.33682 -0.00095 -0.00334
H -3.10712 1.56905 2.13546
H -1.45902 2.19585 2.22706
H -1.72452 0.46035 1.92576
H 4.04718 -0.23355 -2.72974
H 5.56848 -0.88305 -2.14534
H 4.99528 0.64415 -1.51254
H 2.99248 -2.55135 -2.07554
H 3.29358 -3.17835 -0.43634
H 4.61388 -3.00415 -1.57734
H 5.03538 -0.21445 0.93206
H 5.81868 -1.60095 0.20736
H 4.43868 -1.84745 1.25986
N -2.46582 -2.70485 1.63486
C -2.50492 -2.32805 0.34936
S -1.16152 -1.50455 -0.31494
N -3.60032 -2.60155 -0.34494
C -4.13452 -1.98435 -1.50554
C -3.39022 -1.64425 -2.62624
C -4.01922 -0.97975 -3.66804
C -5.36282 -0.64865 -3.59724
C -6.10892 -1.02495 -2.49074
C -5.50022 -1.70685 -1.45664
H -1.60142 -2.62205 2.14566
H -3.18762 -3.29425 2.02166
H -4.32062 -3.11905 0.15396
H -2.34622 -1.90735 -2.69164
H -3.45612 -0.72225 -4.55044
H -5.83572 -0.11655 -4.40824
H -7.15952 -0.78715 -2.43274
H -6.08032 -2.01265 -0.59824
*
```

HOMO energy (alpha / beta) ... -0.5676 / -0.5677 Eh
Molar mass ... 908.03 g mol⁻¹
HOMO-LUMO gap (alpha / beta) ... 5.6 / 6.2 eV
Energy ... -123005.2648 eV


[4]
One molecule with the formula C2. Source: the Open Molecules 2025 dataset; level of theory: ωB97M-V with the def2-TZVPD basis set.

ORCA input file:
```
! wB97M-V def2-TZVPD RIJCOSX def2/J DEFGRID3
* xyz 0 1
C -0.32638 0.16498 0.50369
C 0.32638 -0.16498 -0.50369
*
```

HOMO energy ... -0.4271 Eh
Molar mass ... 24.02 g mol⁻¹
HOMO-LUMO gap ... 6.9 eV
Energy ... -2064.7316 eV